(1)
The following is a quantum chemistry calculation of C38H56N7P2RhSe as an isolated structure at a distorted geometry, from OMol25.

Each line ends with the Mulliken spin population.
Cartesian coordinates (Å):
H (-0.97, 5.45, 4.47)  0.0124
H (0.21, -0.99, -6.85)  -0.0051
Rh (-0.66, 0.01, -0.62)  0.7256
C (-0.33, -0.58, -4.83)  -0.0150
C (-0.57, 2.54, 1.18)  0.0552
H (-4.99, -2.39, -0.57)  -0.0001
H (6.28, -1.22, 0.19)  0.0001
H (-1.06, -4.33, 1.58)  -0.0020
C (0.10, -0.61, -3.46)  0.0712
C (-3.97, -2.07, 1.89)  -0.0032
C (3.68, 0.40, -1.11)  0.0269
C (-0.83, -2.21, 1.43)  0.0973
C (-3.54, -1.31, 0.64)  -0.0072
H (0.76, 5.26, 4.41)  0.0136
H (-2.88, -5.32, -1.27)  0.0019
H (-0.70, -4.49, -2.35)  -0.0010
H (-5.43, -0.73, -0.24)  -0.0005
C (-0.58, -3.45, 1.99)  0.0121
H (-4.18, -3.11, 1.68)  0.0002
C (-0.14, 5.24, 3.80)  -0.0037
H (1.46, -5.37, 3.17)  0.0102
C (5.19, 1.14, 0.56)  0.0001
C (-0.41, 2.76, 3.94)  -0.0547
H (2.70, 1.92, 0.75)  -0.0247
H (3.59, -0.22, -2.00)  -0.0188
H (-1.84, 3.62, -3.09)  0.0008
C (4.47, -0.62, 1.97)  0.0001
N (-0.50, 0.15, 1.33)  0.3184
H (-2.54, -2.95, -2.01)  0.0030
H (-3.37, -0.26, 0.91)  -0.0051
H (-4.87, -1.62, 2.29)  0.0002
P (-1.88, -1.85, -0.02)  0.1904
C (1.35, -1.11, -3.14)  0.0387
H (-2.41, 4.96, 0.20)  0.0025
H (-3.20, -2.02, 2.66)  0.0008
C (0.53, -1.02, -5.83)  0.2602
H (1.55, -2.54, 4.43)  0.0026
H (0.80, -4.86, 4.72)  0.0023
C (2.20, -1.56, -4.15)  0.0316
H (-4.91, 2.48, -1.02)  0.0004
C (2.88, 0.88, 1.05)  0.0196
H (3.17, -1.96, -3.89)  0.0117
N (5.02, 0.26, -0.59)  0.0014
N (-0.82, -0.16, -2.56)  0.3452
H (-0.67, 0.65, 4.01)  -0.0033
H (-0.18, -4.37, -0.67)  0.0022
H (-0.43, 2.84, 5.02)  0.0018
H (-2.55, -4.87, 0.39)  -0.0003
H (3.76, -0.91, 2.75)  -0.0013
H (-0.02, -2.98, -1.76)  0.0396
H (2.85, -2.05, -0.55)  -0.0026
C (-0.52, 1.51, 3.37)  0.1805
C (-0.24, -1.04, 1.97)  -0.0297
C (2.96, -1.37, 0.30)  0.0059
C (-3.89, 2.18, -1.25)  0.0203
H (-0.40, 4.67, 1.17)  0.0043
H (2.25, -1.67, 1.08)  0.0302
H (-4.18, -1.08, -1.43)  0.0148
H (3.51, 1.44, -1.39)  0.0083
H (1.65, -1.12, -2.10)  0.2476
C (0.63, -1.20, 3.07)  0.1122
C (-0.42, 3.78, 1.77)  -0.0180
C (-2.91, -4.49, -0.56)  0.0100
C (-2.93, 2.89, -0.31)  0.0354
H (1.66, 3.28, -0.58)  -0.0064
H (-0.09, 6.04, 3.06)  -0.0014
C (5.26, -1.12, -0.20)  -0.0001
H (-4.08, 4.70, -0.26)  -0.0003
H (-3.18, 2.62, 0.73)  -0.0079
C (0.28, -3.60, 3.08)  0.0813
N (4.22, 0.77, 1.58)  0.0004
N (2.66, 0.01, -0.12)  0.0086
C (-0.76, 3.56, -3.03)  0.0331
C (1.24, 3.15, -1.57)  0.0578
H (1.78, 3.78, -2.27)  0.0002
C (0.58, -4.94, 3.66)  -0.0035
C (-2.05, -3.36, -1.11)  -0.0200
H (5.15, -1.77, -1.07)  -0.0002
H (-2.85, 4.71, -1.50)  -0.0009
H (-0.34, 4.43, -3.54)  0.0012
H (2.48, -1.81, -6.25)  0.0067
C (-0.65, -3.83, -1.49)  -0.0038
H (-3.82, 1.10, -1.13)  -0.0135
C (-4.59, -1.38, -0.47)  -0.0265
H (2.17, 0.61, 1.83)  0.0185
C (-0.51, 1.35, 1.97)  0.0659
H (-0.40, 4.48, -1.11)  0.0133
H (1.36, 2.11, -1.88)  0.0086
H (6.20, 1.05, 0.96)  0.0000
C (0.88, -2.45, 3.60)  -0.0201
H (-0.43, 2.68, -3.58)  -0.0156
N (-1.58, -0.14, -5.05)  0.4891
H (5.02, 2.17, 0.25)  -0.0001
P (-1.16, 2.29, -0.52)  0.1127
C (-3.06, 4.41, -0.48)  0.0019
H (-3.95, -4.21, -0.44)  -0.0017
C (-0.29, 3.91, 3.16)  0.1262
N (4.30, -1.51, 0.83)  0.0011
H (1.15, -0.35, 3.48)  -0.0020
H (-0.25, -5.63, 3.52)  0.0015
C (-0.25, 3.51, -1.59)  -0.0454
C (1.80, -1.50, -5.48)  0.1630
Se (-2.38, 0.25, -3.53)  0.2066
H (-3.69, 2.44, -2.29)  -0.0017
H (5.49, -0.70, 2.36)  -0.0001

Values from the calculation:
Total energy: -137662.794 eV
LUMO (spin up / spin down): -5.163 / -8.235 eV
Orbital gap (spin up / spin down): 6.834 / 4.628 eV
Spin multiplicity: 5
Charge: +2
HOMO (spin up / spin down): -11.997 / -12.863 eV



(2)
The following is a quantum chemistry calculation of C38H57ClFeNOP2SSi as an isolated structure at a distorted geometry, from OMol25.

Each line ends with the Mulliken spin population.
Cartesian coordinates (Å):
H (0.05, -5.45, -1.61)  0.0000
H (-1.99, 0.92, -2.75)  0.0133
C (4.50, 0.85, -0.12)  0.0031
H (3.49, -1.57, -0.32)  0.0018
H (3.24, -3.63, 0.29)  -0.0007
H (0.18, 5.94, -0.08)  0.0002
H (-2.91, -0.41, -2.03)  -0.0050
H (-3.13, 2.35, 5.44)  0.0000
H (-5.03, 0.79, -2.72)  -0.0005
H (-2.96, -2.90, 1.92)  -0.0020
H (4.28, -2.21, 4.04)  -0.0003
H (-1.43, -3.29, 1.18)  0.0000
C (0.44, 4.93, 0.23)  0.0002
C (2.68, -0.85, -0.43)  -0.0382
C (0.30, 2.42, -1.44)  0.0023
H (2.12, -6.27, -2.21)  -0.0001
C (1.61, 4.41, -0.64)  0.0000
H (5.20, -0.46, -1.71)  -0.0004
H (0.35, 2.36, 0.72)  -0.0060
P (-1.58, 1.15, 0.09)  -0.0152
H (-0.58, -3.10, -1.58)  0.0131
N (-2.50, -1.76, 0.24)  -0.0178
C (-0.39, 2.58, -0.07)  -0.0497
H (-3.63, 4.35, -2.86)  0.0002
C (-4.08, 0.96, -3.23)  0.0002
H (3.65, 0.49, -3.45)  0.0007
H (2.27, -5.18, -3.58)  0.0000
H (2.37, 1.23, 0.06)  -0.0122
S (-4.10, -1.53, 0.14)  0.0404
H (4.62, 1.92, 0.06)  -0.0001
H (0.01, -4.81, -3.25)  -0.0001
H (-0.46, 2.20, -2.20)  -0.0039
H (2.72, -1.42, -2.51)  -0.0085
H (0.29, -1.15, 5.13)  -0.0003
O (-4.67, -1.23, 1.46)  0.0367
C (-2.10, -2.44, 1.44)  0.0045
C (1.06, 3.69, -1.86)  0.0019
H (3.17, -3.42, -2.22)  -0.0003
Fe (-0.91, -0.93, -0.75)  0.9519
H (-3.29, 3.64, -0.59)  0.0003
C (0.59, -1.48, 3.03)  -0.0006
C (-2.94, 0.67, -2.26)  -0.0038
C (-3.11, 1.48, -0.96)  -0.0072
H (-3.10, -2.19, 4.29)  -0.0002
H (-3.29, 3.11, 1.26)  -0.0003
H (-4.99, 2.78, -3.96)  -0.0003
H (5.23, 0.33, 0.50)  0.0000
C (3.08, 0.44, 0.31)  0.0266
C (2.51, -0.53, -1.93)  -0.0366
H (-1.66, -1.88, 5.25)  -0.0002
C (-3.30, 2.87, 3.37)  -0.0007
C (2.88, -1.99, 2.44)  -0.0011
Cl (-1.39, -5.45, 0.61)  -0.0011
H (3.64, -2.17, 1.69)  -0.0006
C (-2.90, 2.07, 4.42)  0.0002
H (3.00, 1.58, -2.22)  -0.0017
C (-3.99, 2.41, -3.74)  -0.0006
C (-2.95, 2.50, 2.08)  0.0014
C (2.32, -1.67, 4.74)  0.0015
C (-3.65, 2.89, -1.28)  -0.0023
H (3.97, -4.89, -1.68)  0.0003
C (-2.25, 0.88, 4.16)  -0.0019
H (2.24, 5.24, -0.94)  0.0000
C (0.48, -3.38, -1.70)  -0.0016
C (0.55, -4.78, -2.31)  -0.0009
Si (-1.29, -1.34, 2.79)  -0.0115
C (-3.31, 3.32, -2.71)  0.0012
C (-2.01, -2.25, 4.29)  0.0000
P (1.12, -1.61, 0.27)  0.0213
H (1.47, -0.25, -2.13)  0.0864
C (1.56, -1.73, 2.05)  0.0061
H (0.76, 4.97, 1.27)  -0.0001
C (1.01, -1.42, 4.36)  -0.0038
C (2.49, -4.14, -0.31)  0.0014
H (0.97, 1.57, -1.41)  0.0223
H (-1.74, -3.31, 4.23)  0.0000
H (-1.43, 4.18, 0.98)  0.0004
H (-1.37, 4.35, -0.78)  -0.0001
H (2.32, -5.11, 0.17)  -0.0004
H (5.48, 1.25, -2.01)  -0.0004
H (-3.42, 2.44, -4.67)  0.0001
C (2.01, -5.23, -2.52)  -0.0005
C (3.01, -4.38, -1.72)  0.0005
H (3.05, 0.30, 1.39)  -0.0007
H (2.23, 3.72, -0.06)  -0.0001
H (1.87, 3.42, -2.54)  0.0003
C (-1.90, 0.47, 2.87)  -0.0079
H (2.60, -1.62, 5.78)  0.0002
H (-2.23, 3.29, -2.84)  -0.0002
H (-2.00, 0.24, 5.00)  -0.0003
C (4.76, 0.54, -1.60)  -0.0003
H (-4.03, 0.26, -4.07)  0.0006
H (-3.86, 3.78, 3.54)  0.0000
C (-0.81, 4.04, 0.10)  -0.0005
H (-4.74, 2.86, -1.18)  0.0000
H (-3.87, 0.97, -0.36)  0.0039
C (3.25, -1.99, 3.77)  -0.0017
C (1.15, -3.37, -0.32)  -0.0313
C (-2.20, 1.35, 1.81)  0.0198
H (0.96, -2.66, -2.38)  0.0105
H (0.40, 4.37, -2.41)  0.0000
C (3.45, 0.59, -2.38)  0.0097
H (0.46, -3.88, 0.36)  -0.0029

Values from the calculation:
Total energy: -128067.747 eV
LUMO (spin up / spin down): -1.370 / -1.335 eV
Orbital gap (spin up / spin down): 5.842 / 5.881 eV
Spin multiplicity: 2
Charge: 0
HOMO (spin up / spin down): -7.212 / -7.217 eV



(3)
The following is a quantum chemistry calculation of C38H58BNNiP2Si as an isolated structure, from OMol25.

Each line ends with the Mulliken charge.
Cartesian coordinates (Å):
H (-2.25, 2.71, -3.66)  0.4936
C (1.12, -2.75, -3.09)  -1.5050
H (-3.85, 1.53, 4.11)  0.7017
H (-0.85, -1.30, 4.36)  0.5191
C (-4.05, 3.20, -2.52)  -0.9964
C (-0.27, -0.27, -3.77)  -0.0707
H (-0.95, 2.46, 3.83)  -0.1215
C (2.63, -3.41, 1.47)  0.1062
H (-1.56, 3.15, -1.28)  0.4103
H (0.61, 6.48, 1.79)  0.4182
C (2.83, 2.94, -1.35)  -0.6318
H (2.39, 0.44, 2.76)  0.4435
C (4.38, -1.60, -0.05)  -1.5425
C (0.20, -1.22, -4.87)  -1.3214
C (4.36, -1.61, 1.48)  0.1911
H (-2.90, 0.46, -0.75)  0.9637
H (-3.15, 1.31, -3.12)  0.3115
H (4.64, -0.61, -0.43)  0.4080
H (3.99, 3.86, -2.90)  0.4255
H (4.75, -3.72, 1.75)  0.3900
C (3.57, 2.93, -2.52)  -0.8667
C (-1.22, 5.37, 1.67)  -1.4334
H (-4.19, 2.45, 0.86)  0.3276
H (4.39, 1.73, -4.10)  0.4196
H (2.29, 2.19, 2.96)  0.5370
H (0.35, -3.51, -3.29)  0.5926
C (-1.13, -0.34, 3.94)  0.3251
C (-1.92, 2.17, -1.59)  0.1263
H (-1.02, 1.59, -1.85)  -0.6043
H (-3.73, 0.66, 1.88)  1.1873
C (0.38, 3.15, 1.18)  0.4340
H (5.17, -2.28, -0.38)  0.4932
H (-1.14, 0.29, -4.11)  0.4405
C (0.16, 5.51, 1.63)  -0.9156
H (3.40, -4.19, -0.37)  0.6426
P (-1.60, 1.29, 1.03)  0.0793
H (-2.07, -4.71, 2.02)  -0.1749
C (-1.35, 0.71, 5.02)  -1.3129
H (3.45, -0.36, -3.25)  0.4540
H (-0.30, -4.55, 2.96)  -0.1494
H (0.52, 0.47, -3.57)  0.0069
C (-1.78, 2.04, 4.41)  -0.0069
C (-2.69, 1.49, -0.45)  -0.0974
H (-3.31, 2.85, 3.10)  0.2838
H (-0.45, 0.85, 5.62)  0.5024
C (2.52, 1.39, 2.24)  -2.1385
H (0.14, -2.55, -1.23)  0.2665
C (-4.20, 3.49, -1.03)  -0.9833
H (-1.45, -1.70, -2.70)  0.9217
C (3.25, 0.56, -2.72)  -0.3544
H (-3.22, -0.78, 3.73)  0.7386
H (1.87, -2.70, 1.80)  -0.2854
C (-2.78, 0.83, 2.41)  0.2618
H (2.00, -3.32, -2.76)  0.4008
C (-0.61, -1.03, -2.50)  -0.1828
H (2.69, 3.87, -0.82)  0.3329
H (-4.86, 1.53, -0.46)  0.3372
C (2.28, 1.76, -0.85)  0.6885
H (1.70, -3.79, -0.44)  0.3971
C (1.41, -2.03, -4.41)  -0.1991
C (-0.72, -3.03, 1.37)  -0.2973
H (-4.95, 2.71, -2.89)  0.3421
P (1.67, -0.90, -0.81)  0.9482
H (-0.95, -0.34, -1.72)  -1.3136
C (0.56, -1.87, -1.97)  0.4052
H (-0.38, -5.23, 1.07)  -0.1554
H (-2.13, 0.36, 5.71)  0.3525
Si (1.33, 1.57, 0.78)  2.7002
H (2.33, -4.39, 1.84)  0.4155
H (1.69, -2.76, -5.17)  0.4782
C (3.08, -2.11, -0.68)  -0.2380
H (-2.01, 2.77, 5.20)  0.4360
C (3.79, 1.74, -3.20)  -0.9231
Ni (0.01, -0.16, 0.54)  -0.3559
H (5.33, -1.28, 1.86)  0.4457
C (-1.00, 3.00, 1.29)  -0.8010
C (-2.39, -0.49, 3.08)  -1.5447
C (-3.01, 1.88, 3.50)  -1.5870
C (-4.05, 2.21, -0.20)  -0.7753
H (-2.27, -1.28, 2.35)  0.3619
C (3.99, -2.98, 2.02)  -1.3451
C (0.95, 4.40, 1.38)  -0.0634
H (-0.62, -1.91, -5.11)  0.3661
H (-5.17, 3.94, -0.83)  0.5479
H (3.56, 1.49, 1.95)  0.4927
H (0.43, -0.68, -5.78)  0.5161
N (-0.55, -1.95, 0.98)  -0.5828
H (-0.30, -0.03, 3.29)  -0.4692
H (3.29, -2.26, -1.74)  0.5581
B (-0.88, -4.50, 1.90)  0.7570
H (-1.85, 6.23, 1.85)  0.4518
H (3.62, -0.90, 1.83)  -0.4629
C (2.46, 0.57, -1.57)  -0.1580
H (-2.88, 4.04, 1.55)  0.6428
H (-3.97, 4.14, -3.07)  0.3596
H (2.26, -1.35, -4.29)  -0.1366
H (3.95, -2.95, 3.12)  0.4810
C (2.66, -3.45, -0.06)  -1.2234
H (-3.45, 4.22, -0.72)  0.2333
C (-1.80, 4.12, 1.51)  -0.3097
H (2.03, 4.52, 1.35)  0.4777
C (-2.82, 2.31, -2.82)  -1.1122

Values from the calculation:
Total energy: -110015.390 eV
LUMO: 0.385 eV
Orbital gap: 8.876 eV
Charge: 0
HOMO: -8.491 eV



(4)
The following is a quantum chemistry calculation of C38H59AsCl3CoN4PSi4 as an isolated structure at a distorted geometry, from OMol25.

Each line ends with the Mulliken spin population.
Cartesian coordinates (Å):
Cl (3.91, 2.19, -3.85)  0.0081
H (-2.88, -0.27, 3.15)  0.0001
C (3.99, -0.29, 1.85)  0.0036
H (-4.80, -3.03, 1.67)  0.0000
H (2.54, -3.49, 3.69)  0.0000
H (0.91, 0.69, 4.86)  -0.0001
C (-0.52, 1.86, 2.01)  0.0157
H (-2.82, 3.13, 2.25)  0.0005
H (-1.92, -2.97, 3.94)  -0.0003
H (1.73, 0.18, 0.79)  -0.0037
As (-0.50, -2.05, 0.75)  0.0394
C (3.09, 1.52, 0.45)  0.0057
C (0.50, -3.45, -5.08)  -0.0009
C (-2.91, 6.48, 2.57)  0.0003
H (-2.68, 4.09, -0.34)  0.0012
Si (-2.21, -0.79, -2.78)  -0.0082
C (-2.23, -3.82, 3.33)  0.0006
Cl (4.51, -0.38, -2.12)  0.0051
Si (1.13, -3.47, 1.53)  0.0047
C (0.18, 0.81, 4.07)  0.0020
C (-1.70, 6.79, 1.98)  -0.0001
Si (-2.28, -3.31, 1.46)  0.0054
C (-1.27, 4.45, 1.56)  -0.0016
H (2.93, -3.86, -2.78)  -0.0004
H (1.62, -2.09, -1.67)  -0.0647
C (-1.70, 1.12, 2.04)  -0.0131
H (0.18, -3.83, -6.04)  0.0000
C (1.57, -3.11, 3.38)  -0.0001
N (1.99, 0.92, 0.14)  -0.0009
C (0.17, -1.91, -3.22)  -0.0691
C (4.35, 2.01, 2.50)  -0.0008
H (5.53, 2.14, 0.17)  0.0004
C (0.41, 1.69, 3.03)  0.0082
H (-2.86, -5.79, 1.24)  -0.0002
H (-4.25, 4.89, 3.11)  0.0000
Co (0.90, 0.52, -1.71)  2.8024
C (-3.98, -2.43, 1.30)  0.0000
C (-0.19, 2.23, -1.78)  0.2927
H (4.99, -0.51, 2.25)  0.0002
C (-1.01, 0.11, 4.11)  -0.0012
H (-3.19, -4.16, 3.70)  0.0001
H (5.44, 1.97, 2.66)  -0.0001
C (-3.30, 5.15, 2.67)  -0.0004
N (3.95, 1.09, 1.47)  0.0028
C (-3.00, 0.14, -1.33)  0.0076
C (-0.89, 5.79, 1.48)  -0.0005
H (-3.05, -2.96, -3.79)  -0.0002
H (1.33, 2.28, 3.01)  -0.0011
C (1.63, -3.98, -4.49)  0.0097
C (1.31, -2.48, -2.64)  0.1647
H (3.85, -0.91, 0.97)  -0.0033
H (4.08, 3.03, 2.23)  0.0002
H (-4.00, -0.24, -1.11)  -0.0012
C (-1.94, 0.27, 3.10)  -0.0011
H (3.86, 1.76, 3.46)  0.0002
H (-2.50, -0.31, -5.28)  0.0000
H (0.76, -5.73, 0.49)  -0.0001
H (-3.09, 1.20, -1.54)  0.0010
H (-2.74, 1.13, -4.32)  0.0009
H (-3.37, -4.89, -0.19)  0.0001
Cl (2.95, -0.58, -4.96)  0.0090
H (5.19, 2.96, -1.35)  0.0001
C (-2.59, -4.99, 0.56)  -0.0001
C (-2.94, 0.06, -4.36)  0.0015
C (2.03, -3.47, -3.26)  -0.0024
C (2.69, 3.51, -0.95)  -0.0163
H (2.81, -4.05, -0.24)  -0.0006
C (-2.49, 4.15, 2.17)  0.0009
H (2.21, -4.75, -4.97)  0.0007
H (-1.51, -4.61, 3.48)  0.0000
C (-0.22, -2.44, -4.46)  0.0036
N (3.53, 2.64, -0.16)  -0.0040
H (-4.03, -2.54, -2.40)  0.0004
H (-0.01, 2.02, -3.92)  0.0026
C (4.94, 2.92, -0.29)  -0.0004
C (2.77, -3.30, 0.55)  0.0003
H (0.05, 6.03, 1.01)  0.0002
N (-0.51, -0.91, -2.58)  0.0462
C (-1.72, 3.18, -3.43)  0.0070
H (-3.43, 4.23, -2.67)  -0.0002
C (-0.60, 2.44, -3.11)  -0.0377
C (-0.93, 2.91, -0.79)  -0.2021
C (-2.09, 3.60, -1.11)  -0.0006
C (-3.02, -2.54, -2.80)  0.0028
H (3.16, 3.70, -1.92)  0.0013
H (3.66, -3.43, 1.17)  0.0001
H (-2.42, 1.22, 1.24)  -0.0033
H (-4.17, -2.20, 0.26)  0.0000
H (-1.08, -2.03, -4.97)  0.0006
C (-2.51, 3.71, -2.42)  0.0010
H (0.82, -3.56, 4.03)  0.0001
H (0.06, -5.69, 2.10)  0.0001
H (-1.21, -0.58, 4.92)  0.0000
H (-2.43, -3.22, -2.18)  -0.0004
H (2.56, 4.46, -0.42)  -0.0002
H (5.19, 3.89, 0.17)  -0.0001
H (2.84, -2.34, 0.06)  -0.0067
H (-3.55, 7.27, 2.97)  0.0000
H (1.79, -5.89, 1.90)  0.0000
H (-1.97, 3.35, -4.47)  -0.0004
H (-1.68, -5.29, 0.04)  0.0001
H (-3.99, -1.49, 1.84)  0.0001
H (1.56, -2.04, 3.57)  0.0001
H (-4.02, -0.07, -4.43)  -0.0002
H (1.73, 3.03, -1.12)  0.0323
C (0.92, -5.38, 1.51)  -0.0003
H (3.25, -0.56, 2.62)  -0.0013
H (-1.39, 7.83, 1.89)  0.0000
P (-0.10, 3.22, 0.84)  0.0114
Si (2.74, 0.47, -3.09)  -0.0563
H (-2.39, 0.02, -0.45)  0.0006

Values from the calculation:
Total energy: -223164.568 eV
LUMO (spin up / spin down): 4.033 / 4.032 eV
Energy relative to the best compared isomer or geometry (same formula, charge and spin): 1.219 eV
Orbital gap (spin up / spin down): 5.015 / 5.012 eV
Spin multiplicity: 4
Charge: -2
HOMO (spin up / spin down): -0.982 / -0.979 eV